DFT (the ωB97M-V functional and the def2-TZVPD basis) results for the molecule C5H3NO.

The max |F| is 0.1272 hartree/bohr. As for the SMILES: C#Cc1cnoc1. The gap between HOMO and LUMO comes out at 10.637 eV. The energy above the lowest of the compared OMol25 structures with the same formula, charge and spin is 102.8 kcal per mole. As for the spin multiplicity: 1. The LUMO energy is 0.83 eV.

```
10
C5H3NO, DFT the ωB97M-V functional and the def2-TZVPD basis
C 2.104 1.257 -1.137
C 1.121 0.789 -0.652
C -0.104 0.130 -0.031
C -0.369 -1.238 -0.227
N -1.358 -1.665 0.421
O -1.797 -0.625 1.271
C -1.104 0.439 0.818
H 2.734 1.889 -1.457
H 0.285 -2.221 -0.620
H -1.512 1.245 1.614
```

DFT (the ωB97M-V functional and the def2-TZVPD basis) results for the molecule C5H3NO.

The max |F| is 0.0245 hartree/bohr. As for the SMILES: C#CCC(=O)C#N. The gap between HOMO and LUMO comes out at 10.074 eV. The energy above the lowest of the compared OMol25 structures with the same formula, charge and spin is 57.3 kcal per mole. As for the spin multiplicity: 1. The LUMO energy is -0.50 eV.

```
10
C5H3NO, DFT the ωB97M-V functional and the def2-TZVPD basis
C -1.131 1.965 -0.063
C -0.157 1.511 0.492
C 0.556 0.259 0.742
C 0.043 -0.684 -0.366
O -0.916 -0.456 -1.059
C 0.700 -1.971 -0.636
N 1.061 -3.005 -1.010
H -2.017 2.241 -0.596
H 1.652 0.288 0.793
H 0.210 -0.147 1.703
```

DFT (the ωB97M-V functional and the def2-TZVPD basis) results for the molecule C5H3NO.

The max |F| is 0.0871 hartree/bohr. As for the SMILES: C#C[C@@H](C#N)C=O. The gap between HOMO and LUMO comes out at 10.799 eV. The energy above the lowest of the compared OMol25 structures with the same formula, charge and spin is 58.0 kcal per mole. As for the spin multiplicity: 1. The LUMO energy is 0.11 eV.

```
10
C5H3NO, DFT the ωB97M-V functional and the def2-TZVPD basis
C 0.071 -0.879 -2.103
C -0.028 -0.522 -0.945
C -0.333 -0.036 0.372
C 0.229 -0.978 1.340
N 0.696 -1.768 2.052
C -0.011 1.446 0.583
O 0.173 2.114 -0.457
H 0.439 -1.283 -3.075
H -1.450 0.000 0.610
H 0.214 1.907 1.624
```

DFT (the ωB97M-V functional and the def2-TZVPD basis) results for the molecule C5H3NO.

The max |F| is 0.0981 hartree/bohr. The gap between HOMO and LUMO (alpha / beta) comes out at 8.205 / 8.314 eV. As for the expectation value of S²: 2.0321. The energy above the lowest of the compared OMol25 structures with the same formula, charge and spin is 13.1 kcal per mole. As for the spin multiplicity: 3. The LUMO energy (alpha / beta) is 0.73 / -2.07 eV.

```
10
C5H3NO, DFT the ωB97M-V functional and the def2-TZVPD basis
C 2.568 -0.156 0.002
C -1.220 0.221 0.077
C 1.302 -0.725 0.024
C 0.193 0.212 -0.026
C -2.538 0.506 0.039
N 3.623 0.299 0.045
O -2.290 -0.852 0.036
H 1.295 -1.739 0.053
H 0.434 1.195 -0.019
H -3.367 1.039 -0.231
```

DFT (the ωB97M-V functional and the def2-TZVPD basis) results for a structure of composition C5H3NO2.

The max |F| is 0.0941 hartree/bohr. The gap between HOMO and LUMO comes out at 9.481 eV. The energy above the lowest of the compared OMol25 structures with the same formula, charge and spin is 78.0 kcal per mole. As for the spin multiplicity: 1. The LUMO energy is 0.34 eV.

```
11
C5H3NO2, DFT the ωB97M-V functional and the def2-TZVPD basis
C 0.041 -1.331 -0.798
C 0.445 -0.047 0.739
C 0.229 1.126 1.484
C -0.343 1.641 -0.573
C 0.158 0.305 -0.683
H 1.221 -2.190 0.725
H 0.537 1.664 2.453
H -0.963 2.231 -1.208
N 0.335 -1.483 0.545
O -0.376 -2.240 -1.502
O -0.414 2.054 0.652
```

DFT (the ωB97M-V functional and the def2-TZVPD basis) results for a structure of composition C5H3O3Tm.

The max |F| is 0.1222 hartree/bohr. The gap between HOMO and LUMO (alpha / beta) comes out at 9.884 / 5.113 eV. As for the expectation value of S²: 3.7933. The energy above the lowest of the compared OMol25 structures with the same formula, charge and spin is 0.0 kcal per mole. Its charge is +3. As for the spin multiplicity: 4. The LUMO energy (alpha / beta) is -13.03 / -16.30 eV.

```
12
C5H3O3Tm, DFT the ωB97M-V functional and the def2-TZVPD basis
C -0.694 -0.463 0.679
C 0.443 -0.155 0.123
O 1.430 0.116 -0.428
C -1.730 -1.515 0.755
C -2.570 -0.292 0.647
O -3.300 0.062 1.679
C -2.355 0.998 3.260
O -3.342 1.359 3.784
Tm -5.433 0.948 2.639
H -1.843 -2.175 -0.112
H -1.744 -2.002 1.744
H -2.795 0.237 -0.286
```

DFT (the ωB97M-V functional and the def2-TZVPD basis) results for the molecule C5H4.

The max |F| is 0.1135 hartree/bohr. As for the SMILES: C#CC1=CC1. The gap between HOMO and LUMO comes out at 9.000 eV. The energy above the lowest of the compared OMol25 structures with the same formula, charge and spin is 42.8 kcal per mole. As for the spin multiplicity: 1. The LUMO energy is 0.15 eV.

```
9
C5H4, DFT the ωB97M-V functional and the def2-TZVPD basis
C -2.594 0.043 -0.064
C -1.343 -0.117 -0.060
C 0.068 -0.315 -0.061
C 1.325 -0.901 -0.090
C 1.337 0.585 -0.056
H -3.628 -0.003 0.145
H 1.932 -1.762 0.227
H 1.443 1.265 -0.844
H 1.460 1.205 0.805
```

DFT (the ωB97M-V functional and the def2-TZVPD basis) results for the molecule C5H4.

The max |F| is 0.0628 hartree/bohr. As for the SMILES: C=C1C2=C1C2. The gap between HOMO and LUMO comes out at 7.649 eV. The energy above the lowest of the compared OMol25 structures with the same formula, charge and spin is 72.9 kcal per mole. As for the spin multiplicity: 1. The LUMO energy is -0.62 eV.

```
9
C5H4, DFT the ωB97M-V functional and the def2-TZVPD basis
C -1.939 -0.011 0.068
C -0.623 0.091 -0.011
C 0.601 0.872 -0.264
C 0.505 -0.644 -0.407
C 1.813 0.049 0.070
H -2.391 -0.872 -0.280
H -2.656 0.708 0.252
H 2.693 -0.090 -0.575
H 1.997 -0.101 1.147
```